46
Properties=species:S:1:pos:R:3 method="wB97M-V/def2-TZVPD" e_homo_ev="-4.720 / -5.164" total_energy_ha=-1701.81139 fmax_ev_per_a=2.2 de_lowest_ev=0.035
C 0.22091 -5.54895 -1.69592
C -0.11348 -6.05889 -0.29765
H -0.66460 -5.54474 -2.33465
H 0.96109 -6.19601 -2.17288
H 0.62896 -4.53669 -1.67494
H -0.72790 -5.35041 0.26015
H -0.66323 -7.00170 -0.35270
H 0.79200 -6.24830 0.28275
C -1.19094 1.68535 -2.35905
C -1.82211 2.81440 -2.88377
C -2.54065 3.64459 -2.01689
C -2.60563 3.34832 -0.65065
H -0.59330 1.00343 -2.97846
H -1.74193 3.01648 -3.95087
H -3.05217 4.52193 -2.39763
H -3.15217 3.97454 0.06438
N -1.28924 1.37706 -1.04271
C -1.96179 2.19562 -0.17169
C -1.96793 1.79038 1.25262
N -1.31381 0.63190 1.57469
C -1.21367 0.22306 2.85777
C -2.56861 2.08221 3.57825
C -1.85183 0.91575 3.89094
H -0.61545 -0.67596 3.04262
H -1.78065 0.52937 4.90323
C -2.61352 2.52599 2.25522
H -3.15156 3.42876 1.96422
H -3.08703 2.63598 4.35814
Ca -0.45502 -0.65229 -0.28586
C 0.64195 -2.02222 1.28963
H -0.20075 -2.52279 1.79735
H 1.24722 -1.55398 2.07800
H 1.25512 -2.80906 0.82616
C 2.71526 -0.07682 -1.97501
Si 2.24958 0.94814 -0.45324
C 3.56202 0.57992 0.85412
C 2.18414 2.77824 -0.91918
H 2.76727 -1.15347 -1.73735
H 3.71535 0.25770 -2.29536
H 2.01511 0.06377 -2.81599
H 4.55708 0.92024 0.52351
H 3.32787 1.07535 1.81010
H 3.60558 -0.50493 1.03420
H 3.17492 3.15969 -1.22562
H 1.47908 2.94949 -1.74973
H 1.83849 3.37955 -0.06027